No. 1
Molecular formula: C9H10HgO6
Method: DFT, wB97M-V/def2-TZVPD

Structure (ORCA input):
```
! RIJCOSX wB97M-V def2-TZVPD def2/J DEFGRID3
* xyz 2 1
Hg 0.00186 0.00052 -1.67303
O -2.97756 -2.27937 -1.53592
O 0.00132 0.00045 0.77914
O 2.98288 2.28115 -1.53427
O 2.34867 -2.95698 -1.71547
O 0.00207 0.00032 -6.12453
O -2.34516 2.95870 -1.71720
C 1.67264 -2.08772 -1.99284
C -1.66844 2.08875 -1.99545
C 0.00192 0.00037 -4.98625
C 1.49004 -1.52745 1.98691
C -2.12488 -1.60322 -1.87740
C -1.49328 1.52619 1.98173
C 0.07714 -1.20863 1.54697
C -0.07848 1.20940 1.54683
C 2.12586 1.60262 -1.87648
H -1.89064 0.79042 2.68949
H 1.88710 -0.79265 2.69599
H -1.45576 2.49581 2.47838
H 0.59314 1.06411 2.40854
H -0.30934 -1.97876 0.86901
H 1.44734 -2.49720 2.48341
H 0.30966 1.97987 0.87028
H -2.18471 1.63937 1.13906
H -0.59758 -1.06375 2.40618
H 2.18419 -1.64231 1.14691
*
```

Output
LUMO level in Eh: -0.3916
E_tot in hartree: -953.05500
Molecular weight in g mol⁻¹: 414.8



No. 2
Molecular formula: C9H10INS2
Method: DFT, wB97M-V/def2-TZVPD

Structure (ORCA input):
```
! RIJCOSX wB97M-V def2-TZVPD def2/J DEFGRID3
* xyz 0 1
I 0.19732 -3.88181 1.21100
S -0.91822 -1.27376 2.64122
S 1.85292 -0.96774 1.34151
N -0.57175 -0.94824 0.09209
C -0.23360 0.79662 -1.56217
C 1.54663 0.10531 -0.07720
C 1.95375 1.78141 -1.71058
C 2.37187 1.05747 -0.61755
C 0.68901 1.65159 -2.22087
C -1.76965 -1.50077 -0.51720
C 0.10043 -1.60441 1.21695
C -1.06146 0.52057 2.57254
C 0.21121 -0.06498 -0.58984
H 0.47839 2.40617 -2.99742
H 2.45008 2.58102 -2.35218
H -2.41884 -0.67298 -0.71871
H -1.32454 0.79380 -1.81590
H -1.44107 0.74335 3.56526
H -1.73288 0.82645 1.81069
H 3.39634 1.11779 -0.31292
H -2.15178 -2.42223 0.08652
H -0.11260 0.87401 2.34971
H -1.51156 -1.91862 -1.39498
*
```

Output
Relative energy (zero: lowest compared OMol25 entry of this formula, charge and spin) in kJ/mol: 0.0
LUMO level in Eh: -0.0028
E_tot in hartree: -1497.72498
Molecular weight in g mol⁻¹: 323.2



No. 3
Molecular formula: C9H10MgN2O4S
Method: DFT, wB97M-V/def2-TZVPD

Structure (ORCA input):
```
! RIJCOSX wB97M-V def2-TZVPD def2/J DEFGRID3
* xyz 2 1
S -0.85039 1.43026 -2.62056
Mg -0.47355 1.17118 -0.14193
O -3.27632 -0.99559 0.94168
O 3.17456 1.56441 0.25461
O 0.70122 -1.05745 2.82433
O -0.63771 2.38607 2.97157
N -0.41138 3.77941 -1.22310
N -2.45679 3.07198 -1.09282
C -0.52485 1.84072 1.97062
C 0.73309 -2.50814 -2.41386
C 2.15840 1.16483 -0.08116
C 1.05865 -3.02135 -1.19175
C -2.34003 -0.62224 0.39474
C -1.15503 4.95835 -0.72478
C -1.27073 2.80756 -1.65036
C -2.58597 4.43266 -0.62325
C 0.51821 -0.87712 1.69653
H -0.74610 5.23418 0.25872
H -1.05453 5.82615 -1.40652
H 2.01057 -2.69739 -0.76821
H 0.55006 3.86559 -1.57951
H -2.91523 4.43372 0.41699
H -0.31522 -2.45244 -2.75870
H -3.28568 2.48555 -1.29986
H -3.28589 5.02959 -1.21888
H 0.23123 -3.39448 -0.58675
H 1.38785 -1.78329 -2.93076
*
```

Output
LUMO level in Eh: -0.3140
E_tot in hartree: -1357.07296
Molecular weight in g mol⁻¹: 266.6



No. 4
Molecular formula: C9H10N
Method: DFT, wB97M-V/def2-TZVPD

Structure (ORCA input):
```
! RIJCOSX wB97M-V def2-TZVPD def2/J DEFGRID3
* xyz 1 1
N 2.19572 -0.14232 0.00746
C -0.33488 -0.58988 -1.55512
C -2.96116 -1.24492 0.40062
C -0.41244 -0.22818 -0.12573
C -2.41028 1.43967 -0.08316
C 1.06225 -0.36222 0.51575
C -2.93061 0.12320 0.41898
C -1.71330 -0.83549 0.39953
C -1.15842 0.92081 0.54790
C 3.43550 -0.25309 0.72477
H -2.45786 1.45650 -1.12679
H 0.34844 -0.05119 -2.08331
H -0.03627 -1.61371 -1.66227
H -1.22159 -0.52937 -2.15165
H -2.79164 2.47026 0.25289
H 3.91667 -1.34507 0.65574
H 0.84996 -0.82771 1.44811
H 3.33994 -0.17209 1.81752
H -0.70935 1.38276 1.36545
H 3.98933 0.40205 0.23332
*
```

Output
Relative energy (zero: lowest compared OMol25 entry of this formula, charge and spin) in kJ/mol: 970.7
LUMO level in Eh: -0.2113
E_tot in hartree: -403.07105
Molecular weight in g mol⁻¹: 132.2



Number 1: E_HOMO -17.77 eV, HOMO-LUMO gap 0.261 Eh. Number 2: E_HOMO -7.78 eV, HOMO-LUMO gap 0.283 Eh. Number 3: E_HOMO -15.31 eV, HOMO-LUMO gap 0.249 Eh. Number 4: E_HOMO -13.70 eV, HOMO-LUMO gap 0.292 Eh.